Record 1
30
Properties=species:S:1:pos:R:3:forces:R:3:lowdin_charge:R:1 method="wB97M-V/def2-TZVPD" homo_energy_ev="-2.5 / -1.9" lumo_energy_ev="3.485 / 3.364" largest_force_ev_per_a=4.5 orbital_gap_ev="5.971 / 5.298" charge=-1 relative_energy_kcal_mol=35.9
C 1.870 -3.515 0.713 0.061 -1.940 0.129 -0.15
C 0.515 -3.284 0.941 -1.079 0.107 1.173 -0.12
C 2.675 -2.462 0.227 -0.648 0.071 -0.886 -0.11
C 0.006 -1.979 0.792 -0.272 -2.219 0.255 -0.06
C 2.147 -1.211 -0.074 -1.093 -2.828 1.890 -0.03
C 0.799 -0.975 0.276 0.377 1.419 -0.143 -0.21
C 0.276 0.324 0.074 -1.610 0.283 0.244 -0.21
C 0.695 2.143 -1.172 -2.020 3.703 -1.513 -0.25
C -1.289 0.609 0.206 2.257 0.602 -2.401 -0.49
C 1.396 3.515 -1.315 1.498 -0.500 0.892 -0.10
C -1.776 0.433 1.634 0.564 -1.374 -0.778 -0.06
C -2.046 -0.170 -0.957 0.734 2.071 2.065 -0.03
N 1.116 1.284 -0.350 0.634 -1.196 0.450 0.05
N -1.383 2.120 -0.019 -1.800 -0.578 -0.132 -0.14
O -2.559 2.375 -0.500 0.920 0.545 0.341 -0.25
H 2.192 -4.611 0.893 0.043 2.114 -0.471 0.11
H -0.176 -4.100 1.386 1.333 1.363 -0.927 0.12
H 3.665 -2.598 -0.154 0.699 -0.550 0.382 0.08
H -1.025 -1.780 1.064 0.305 -0.105 -0.103 0.08
H 2.757 -0.448 -0.408 0.941 1.399 -0.849 0.07
H -0.326 2.112 -1.651 1.338 -0.486 0.053 0.11
H 2.459 3.272 -0.950 -1.204 0.733 -0.745 0.07
H 1.035 4.360 -0.658 -0.086 -1.216 -0.351 0.07
H 1.398 3.951 -2.334 0.080 -0.588 0.362 0.05
H -2.397 -0.488 1.709 0.506 0.430 0.416 0.07
H -2.410 1.288 1.837 0.224 0.151 0.619 0.07
H -0.758 0.359 2.096 -1.583 0.172 1.009 0.10
H -2.989 0.323 -0.834 -1.001 -0.116 -0.655 0.05
H -2.090 -1.194 -0.677 0.044 -0.987 -0.388 0.04
H -1.579 0.104 -1.906 -0.161 -0.479 0.062 0.08

Record 2
40
Properties=species:S:1:pos:R:3:forces:R:3:lowdin_charge:R:1 method="wB97M-V/def2-TZVPD" homo_energy_ev=-12.0 lumo_energy_ev=-2.111 largest_force_ev_per_a=8.9 orbital_gap_ev=9.914 charge=+1 relative_energy_kcal_mol=0.0
Li -0.295 0.922 0.022 6.480 -1.159 4.401 0.47
C -0.296 3.792 0.495 -2.418 -3.617 -0.924 -0.07
C -0.382 3.197 1.938 0.143 1.301 0.030 -0.30
O -0.772 1.861 1.852 -0.189 -1.186 -0.356 -0.15
H 0.519 3.388 -0.109 0.657 0.851 0.475 0.05
H -0.468 4.824 0.603 0.395 1.364 -0.583 0.05
H -1.199 3.293 -0.225 1.869 1.684 2.529 0.13
H -1.240 3.748 2.445 1.407 -0.277 -0.175 0.13
H 0.602 3.176 2.559 -1.500 0.922 -1.136 0.15
H -0.832 1.560 2.755 -0.094 -0.610 0.203 0.09
C -3.091 -0.705 -1.435 -4.856 -3.570 1.860 -0.36
S -2.418 0.757 -1.826 3.594 2.504 -1.435 0.94
O -1.475 1.155 -0.695 -7.466 0.930 -4.785 -0.65
C -1.197 0.050 -3.032 2.005 1.616 -1.552 -0.23
H -2.476 -1.190 -0.748 1.949 -1.088 0.086 -0.06
H -3.376 -1.361 -2.379 0.328 1.481 2.230 0.14
H -3.943 -0.639 -0.524 1.215 0.465 -3.129 0.16
H -0.553 0.913 -3.457 -1.432 -0.674 0.847 0.08
H -1.727 -0.287 -3.949 0.337 -0.386 0.809 0.06
H -0.292 -0.575 -2.670 -2.279 0.267 0.096 0.10
C -2.293 -2.937 0.927 0.534 0.951 3.745 -0.23
S -0.582 -2.398 0.464 -1.060 3.038 -1.062 0.91
O -0.409 -0.839 0.718 -0.526 -4.012 -0.073 -0.61
C 0.184 -3.092 1.843 0.644 -1.919 2.297 -0.31
H -3.202 -2.574 0.521 -0.230 1.280 -0.928 0.02
H -2.425 -2.808 2.089 0.446 -0.096 -2.131 0.11
H -2.410 -3.958 0.748 0.573 -1.997 -0.327 0.03
H 1.252 -2.918 1.807 0.199 0.332 -0.332 0.04
H 0.117 -4.235 2.050 -0.523 2.001 -0.693 0.12
H -0.219 -2.489 2.670 0.192 -0.488 0.093 0.07
C 3.936 0.631 -1.734 1.504 -3.719 -0.408 -0.28
S 3.256 0.899 -0.123 -1.182 0.798 0.982 0.86
O 1.761 1.072 -0.350 0.666 -0.082 -0.081 -0.62
C 3.415 -0.753 0.617 -0.844 0.914 0.072 -0.24
H 4.972 0.013 -1.646 -2.480 1.271 -0.074 0.12
H 4.213 1.526 -2.244 -0.320 0.786 -0.185 0.03
H 3.156 -0.006 -2.283 1.250 0.980 0.498 0.08
H 2.837 -1.368 -0.080 0.642 -0.510 0.177 0.05
H 2.891 -0.746 1.601 0.357 0.292 -0.769 0.07
H 4.478 -0.899 0.781 0.011 -0.639 -0.292 0.05

Record 3
121
Properties=species:S:1:pos:R:3:forces:R:3:lowdin_charge:R:1 method="wB97M-V/def2-TZVPD" homo_energy_ev=-5.3 lumo_energy_ev=-2.961 largest_force_ev_per_a=4.4 orbital_gap_ev=2.379 charge=0
C 0.898 -8.613 -6.791 0.057 0.034 -0.003 -0.07
C 1.438 -8.103 -5.451 0.099 -0.705 -0.147 -0.27
O 0.442 -8.009 -4.445 0.443 0.688 0.034 -0.15
C -0.265 -6.784 -4.477 -1.244 -0.658 -0.095 -0.20
C -0.439 -6.230 -3.077 0.406 0.355 -0.298 -0.19
O -0.962 -4.921 -3.224 -0.045 -0.205 0.366 -0.13
C -1.038 -4.266 -1.976 -0.536 -0.268 -0.361 -0.20
C -1.541 -2.855 -2.238 0.929 0.166 -0.197 -0.15
O -0.991 -1.977 -1.258 -0.619 -0.246 0.176 -0.12
C -1.878 -1.504 -0.281 0.023 0.508 0.204 -0.17
C -2.204 -0.010 -0.509 0.607 -1.066 0.351 -0.18
O -1.743 0.720 0.586 -0.370 0.385 -0.282 -0.08
C -1.612 2.128 0.317 -0.568 0.473 0.532 -0.25
C -2.818 2.755 -0.425 0.362 0.080 -0.481 -0.13
C -2.581 2.862 -1.946 -0.111 0.029 0.374 -0.19
C -2.065 4.242 -2.389 -0.294 -0.372 -0.140 -0.18
C -0.662 4.038 -2.905 0.373 1.061 0.494 -0.22
N -0.069 5.343 -3.276 -0.239 -0.339 -0.910 0.04
C 1.112 5.227 -3.985 0.760 -0.633 0.101 -0.54
N 1.936 4.294 -3.693 -0.169 0.273 0.277 0.14
N 1.323 6.187 -5.030 -0.362 0.332 0.238 0.08
C -1.328 2.809 1.672 0.356 -0.502 -1.005 -0.13
O 0.055 3.097 1.693 -0.065 0.253 0.429 -0.12
C 0.433 4.412 2.168 0.122 0.053 0.300 -0.57
N -0.215 4.700 3.437 0.165 0.416 -0.364 0.11
C 0.048 5.445 1.090 -0.185 -0.076 0.741 -0.11
C 0.796 6.778 1.112 -0.314 0.230 -0.212 -0.21
C 0.871 7.436 2.501 0.113 0.776 -0.506 -0.22
S 2.295 8.544 2.474 0.987 -0.594 -0.343 0.59
O 2.505 9.096 1.177 -0.568 0.452 -0.227 -0.27
O 3.378 7.794 3.021 0.075 -0.008 0.536 -0.27
O 1.968 9.762 3.478 -0.431 -0.602 -0.138 -0.15
C 1.938 4.302 2.457 -0.146 -1.143 -0.693 -0.37
S 3.064 4.270 1.020 0.091 0.199 0.314 0.92
C 2.366 3.164 -0.246 0.680 -0.208 -0.541 -0.52
C 3.569 2.498 -0.954 -0.222 0.349 0.969 -0.17
H 0.743 -7.820 -7.522 0.014 0.018 -0.011 0.07
H 1.605 -9.338 -7.193 0.006 0.103 -0.234 0.07
H -0.048 -9.138 -6.666 -0.003 0.011 0.187 0.08
H 2.163 -8.831 -5.086 -0.051 0.010 0.165 0.11
H 1.980 -7.162 -5.576 -0.122 0.120 0.082 0.12
H 0.154 -6.038 -5.155 0.373 0.020 0.189 0.13
H -1.274 -6.998 -4.853 0.029 0.156 -0.157 0.13
H -1.120 -6.851 -2.484 0.041 -0.088 0.006 0.13
H 0.536 -6.187 -2.575 -0.016 -0.045 0.053 0.13
H -0.055 -4.279 -1.495 0.030 0.355 0.017 0.13
H -1.743 -4.794 -1.315 0.081 -0.087 0.037 0.11
H -2.631 -2.811 -2.298 -0.038 0.050 0.221 0.13
H -1.158 -2.534 -3.207 0.013 0.001 -0.015 0.14
H -1.394 -1.569 0.697 0.046 0.012 0.002 0.12
H -2.807 -2.087 -0.218 0.097 -0.224 -0.211 0.12
H -1.724 0.272 -1.448 -0.277 0.188 -0.112 0.15
H -3.304 0.086 -0.577 0.691 0.053 -0.321 0.04
H -0.742 2.293 -0.322 0.093 -0.120 0.035 0.15
H -3.774 2.243 -0.240 0.022 -0.132 0.429 0.07
H -2.976 3.772 -0.069 -0.051 -0.058 0.277 0.11
H -1.800 2.164 -2.244 -0.355 -0.277 -0.269 0.09
H -3.495 2.594 -2.478 0.124 0.009 -0.256 0.10
H -2.058 4.983 -1.583 -0.141 -0.060 0.098 0.10
H -2.731 4.600 -3.177 0.195 0.193 -0.088 0.12
H -0.694 3.342 -3.742 0.018 -0.316 -0.185 0.09
H -0.045 3.645 -2.095 0.018 -0.219 -0.086 0.09
H -0.735 5.907 -3.790 0.110 0.149 0.016 0.11
H 2.747 4.340 -4.299 0.000 -0.027 -0.059 0.05
H 1.191 5.730 -5.925 -0.143 0.028 -0.021 0.08
H 2.278 6.516 -4.998 0.058 -0.022 -0.011 0.07
H -1.962 3.691 1.725 0.148 0.138 0.302 0.11
H -1.582 2.104 2.469 -0.076 0.127 0.122 0.13
H -1.129 5.110 3.311 -0.136 -0.213 0.148 0.08
H -0.245 3.879 4.024 -0.026 0.043 0.116 0.10
H -1.020 5.664 1.225 -0.028 -0.051 -0.068 0.11
H 0.136 4.940 0.129 0.227 0.231 -0.137 0.11
H 1.777 6.718 0.650 0.110 -0.342 0.190 0.08
H 0.238 7.468 0.477 0.082 0.001 -0.091 0.12
H 1.068 6.753 3.318 -0.177 0.001 0.105 0.08
H -0.041 8.016 2.659 -0.018 -0.072 0.271 0.11
H 1.043 9.665 3.742 -0.015 0.276 0.191 0.08
H 2.065 3.348 2.975 -0.042 0.055 0.138 0.09
H 2.296 5.069 3.136 0.011 0.254 -0.227 0.07
H 1.856 3.781 -0.983 -0.332 -0.119 0.085 0.03
H 1.744 2.376 0.163 -0.279 0.275 0.159 0.07
H 3.872 1.655 -0.333 0.147 -0.157 -0.235 0.06
H 4.401 3.202 -0.939 0.098 -0.068 -0.443 0.05
H 3.313 2.190 -1.964 0.034 0.013 -0.051 0.06
C -1.017 -5.812 1.551 0.089 0.068 -0.082 -0.10
C 0.468 -5.458 1.646 -0.290 -0.034 -0.097 -0.22
C 1.071 -5.329 3.040 0.111 0.075 -0.290 -0.13
N 0.531 -4.242 3.942 0.218 -0.324 -0.031 -0.26
C 1.587 -4.012 5.023 0.134 0.016 0.324 -0.13
C 1.138 -3.082 6.113 -2.219 -1.611 0.231 -0.47
C -0.168 -3.570 6.748 0.095 -0.153 -0.184 -0.18
C -1.235 -3.774 5.681 -0.002 0.096 0.307 -0.18
C -0.748 -4.708 4.590 -0.264 0.269 0.051 -0.12
C 0.346 -2.983 3.174 -0.172 0.011 0.071 0.03
H -1.653 -4.959 1.789 -0.065 -0.058 0.041 0.06
H -1.264 -6.103 0.530 0.044 -0.057 0.010 0.06
H -1.274 -6.645 2.207 -0.047 0.027 0.020 0.08
H 0.667 -4.559 1.059 0.051 0.009 0.028 0.10
H 1.029 -6.254 1.150 0.122 0.019 0.113 0.12
H 2.133 -5.112 2.924 0.003 0.023 0.070 0.14
H 0.983 -6.264 3.591 -0.033 0.026 0.050 0.13
H 1.825 -5.000 5.429 -0.061 -0.060 -0.128 0.14
H 2.470 -3.609 4.524 -0.015 0.020 -0.011 0.12
H 1.935 -3.017 6.875 -0.833 -0.555 -0.603 -0.05
H 1.029 -2.055 5.734 -0.281 -0.806 0.183 -0.04
H -0.513 -2.849 7.489 0.059 0.019 -0.002 0.12
H 0.005 -4.515 7.280 -0.072 -0.005 -0.026 0.12
H -1.532 -2.812 5.254 0.021 -0.006 -0.018 0.11
H -2.138 -4.202 6.124 -0.032 -0.090 -0.178 0.12
H -1.502 -4.797 3.814 0.097 -0.112 -0.082 0.11
H -0.546 -5.697 5.002 0.084 0.008 -0.014 0.14
H -0.457 -3.119 2.453 0.041 -0.017 -0.042 0.09
H 1.280 -2.746 2.671 -0.005 0.050 0.006 0.13
H 0.084 -2.181 3.855 0.124 0.016 0.024 0.11
Br 2.897 -1.255 6.464 3.109 3.144 0.238 -0.16
C -1.064 2.001 -6.094 0.358 0.042 -0.728 -0.47
O -1.674 1.959 -4.892 -0.270 0.009 0.511 -0.41
H -1.100 1.060 -6.699 -0.099 -0.090 0.181 0.03
H -1.453 2.764 -6.819 -0.162 0.036 0.185 0.03
H 0.037 2.227 -6.079 -0.050 -0.002 0.254 0.04
Na -5.116 0.398 -0.621 -0.538 0.323 -0.228 0.79

What did the first record say?
30
Properties=species:S:1:pos:R:3:forces:R:3:lowdin_charge:R:1 method="wB97M-V/def2-TZVPD" homo_energy_ev="-2.5 / -1.9" lumo_energy_ev="3.485 / 3.364" largest_force_ev_per_a=4.5 orbital_gap_ev="5.971 / 5.298" charge=-1 relative_energy_kcal_mol=35.9
C 1.870 -3.515 0.713 0.061 -1.940 0.129 -0.15
C 0.515 -3.284 0.941 -1.079 0.107 1.173 -0.12
C 2.675 -2.462 0.227 -0.648 0.071 -0.886 -0.11
C 0.006 -1.979 0.792 -0.272 -2.219 0.255 -0.06
C 2.147 -1.211 -0.074 -1.093 -2.828 1.890 -0.03
C 0.799 -0.975 0.276 0.377 1.419 -0.143 -0.21
C 0.276 0.324 0.074 -1.610 0.283 0.244 -0.21
C 0.695 2.143 -1.172 -2.020 3.703 -1.513 -0.25
C -1.289 0.609 0.206 2.257 0.602 -2.401 -0.49
C 1.396 3.515 -1.315 1.498 -0.500 0.892 -0.10
C -1.776 0.433 1.634 0.564 -1.374 -0.778 -0.06
C -2.046 -0.170 -0.957 0.734 2.071 2.065 -0.03
N 1.116 1.284 -0.350 0.634 -1.196 0.450 0.05
N -1.383 2.120 -0.019 -1.800 -0.578 -0.132 -0.14
O -2.559 2.375 -0.500 0.920 0.545 0.341 -0.25
H 2.192 -4.611 0.893 0.043 2.114 -0.471 0.11
H -0.176 -4.100 1.386 1.333 1.363 -0.927 0.12
H 3.665 -2.598 -0.154 0.699 -0.550 0.382 0.08
H -1.025 -1.780 1.064 0.305 -0.105 -0.103 0.08
H 2.757 -0.448 -0.408 0.941 1.399 -0.849 0.07
H -0.326 2.112 -1.651 1.338 -0.486 0.053 0.11
H 2.459 3.272 -0.950 -1.204 0.733 -0.745 0.07
H 1.035 4.360 -0.658 -0.086 -1.216 -0.351 0.07
H 1.398 3.951 -2.334 0.080 -0.588 0.362 0.05
H -2.397 -0.488 1.709 0.506 0.430 0.416 0.07
H -2.410 1.288 1.837 0.224 0.151 0.619 0.07
H -0.758 0.359 2.096 -1.583 0.172 1.009 0.10
H -2.989 0.323 -0.834 -1.001 -0.116 -0.655 0.05
H -2.090 -1.194 -0.677 0.044 -0.987 -0.388 0.04
H -1.579 0.104 -1.906 -0.161 -0.479 0.062 0.08